A 2-piece molecular cluster, C39H38NO2 overall, computed with ωB97M-V with the def2-TZVPD basis set.

Structure (XYZ):
```
80
Properties=species:S:1:pos:R:3:forces:R:3:mulliken_charge:R:1
C -4.35065 4.53997 -3.55090 0.02 0.21 -0.08 -0.85
O -3.20317 4.67700 -2.69057 1.16 -1.10 -0.35 -0.39
C -2.20362 3.77156 -2.80528 -0.88 0.23 0.29 0.79
C -1.19580 3.81493 -1.80546 -0.24 -0.03 -0.04 -0.68
C -0.34158 2.75217 -1.66966 0.03 -0.10 0.08 0.23
C -0.40273 1.62312 -2.55267 0.13 -0.24 -0.03 0.53
C 0.39512 0.47405 -2.30975 0.32 0.78 -1.12 -0.46
C 0.50436 -0.66833 -3.17011 -0.52 -0.54 0.02 0.93
C 1.76813 -1.30841 -3.37221 -0.14 -0.15 0.03 -0.35
C 1.87048 -2.36881 -4.25206 -0.90 0.01 0.04 0.53
C 0.70646 -2.86089 -4.89960 0.27 -0.33 0.08 0.11
O 0.91788 -3.96664 -5.66271 0.46 1.20 0.90 -0.50
C 2.35105 -4.31141 -5.54099 -0.23 -0.38 -0.23 -0.37
C 3.01962 -3.22687 -4.69079 0.59 0.18 -0.08 -0.65
C -0.55566 -2.27698 -4.70076 0.38 -0.62 -0.33 -1.33
C -0.64391 -1.22285 -3.82470 0.33 0.68 -0.08 -0.77
C -1.23613 1.76204 -3.70644 -0.29 0.03 -0.09 -0.73
C -2.15777 2.78253 -3.82187 0.04 -0.06 0.23 -0.86
H -5.00491 5.33693 -3.20032 -0.08 -0.19 -0.25 0.25
H -4.07140 4.70218 -4.60187 -0.11 0.04 0.32 0.35
H -4.84116 3.55962 -3.44273 0.28 0.31 0.12 0.38
H -1.18856 4.65957 -1.11437 0.04 -0.29 -0.21 0.51
H 0.42008 2.76236 -0.88928 -0.28 -0.09 0.03 0.04
H 1.10301 0.54200 -1.48039 -0.07 0.05 -0.12 0.17
H 2.65564 -0.93133 -2.85728 -0.29 -0.11 -0.11 0.47
H 2.42929 -5.29744 -5.06497 -0.25 0.25 -0.21 0.28
H 2.75130 -4.37152 -6.55928 -0.17 0.01 0.28 0.29
H 3.72991 -2.65764 -5.30090 -0.09 0.00 0.16 0.27
H 3.58492 -3.66490 -3.86156 -0.18 0.14 -0.06 0.31
H -1.40872 -2.69194 -5.23182 0.04 0.12 0.28 0.43
H -1.62129 -0.78823 -3.62827 0.19 -0.18 0.08 0.82
H -1.14008 1.04818 -4.52208 -0.10 0.18 0.23 0.77
H -2.86775 2.81184 -4.65485 0.48 0.00 0.31 0.38
C 1.60457 -1.23763 6.62858 -0.03 0.04 -0.04 -0.51
C 2.24632 -0.23935 5.89891 -0.07 -0.17 -0.17 -0.88
C 1.88325 0.00269 4.57015 -0.20 -0.06 0.15 -0.40
C 0.83189 -0.71004 3.98439 0.09 -0.14 -0.14 -0.99
C 0.32864 -0.41079 2.56233 0.06 0.12 0.07 4.30
C 1.02778 0.82707 1.99581 0.53 -0.46 0.25 -0.79
C 2.02813 0.72151 1.02490 -0.35 0.37 -0.09 -0.22
C 2.60381 1.88274 0.49807 0.11 0.07 0.16 -0.69
C 2.22247 3.13830 0.97468 -0.04 0.09 -0.13 -0.79
C 1.27138 3.23755 1.99503 0.10 -0.27 0.09 -1.11
C 0.72014 2.07977 2.53532 0.04 0.39 -0.36 0.74
C 0.50382 -1.63057 1.62918 0.37 0.01 -0.03 -0.61
C 1.26983 -2.75624 1.96801 -0.18 -0.04 -0.20 -0.18
C 1.38928 -3.83115 1.07629 0.00 0.15 -0.16 -1.15
C 0.75901 -3.80033 -0.16903 -0.13 0.04 0.13 -0.68
C -0.02656 -2.69658 -0.49982 0.25 0.23 0.16 -1.27
C -0.10835 -1.60926 0.36949 -0.08 -0.47 -0.15 0.10
C -1.20796 -0.10864 2.62366 -0.95 -1.33 0.90 -1.30
C -1.83689 0.51487 3.90735 0.62 0.25 -0.23 -0.67
C -3.10199 1.21129 3.39580 -0.26 -0.10 0.07 -0.76
C -2.89302 1.44139 1.88950 -0.38 0.38 -0.12 -0.75
N -1.70542 0.70478 1.58343 0.04 1.12 -1.22 0.29
C 0.21371 -1.74038 4.70837 0.18 0.14 0.36 0.09
C 0.59751 -1.99852 6.02669 -0.03 0.08 -0.34 -0.98
H 1.88937 -1.42924 7.66352 -0.08 0.04 -0.28 0.41
H 3.04102 0.36017 6.34243 -0.18 -0.23 -0.03 0.43
H 2.41892 0.76818 4.00336 -0.24 -0.27 0.24 0.42
H 2.34794 -0.26218 0.66926 -0.16 0.34 0.10 0.66
H 3.36695 1.79168 -0.27632 -0.11 0.12 0.22 0.36
H 2.67132 4.04677 0.56897 -0.09 -0.29 0.05 0.39
H 0.95470 4.20319 2.39282 0.27 -0.21 -0.14 0.46
H 0.05029 2.16811 3.39014 0.18 -0.04 -0.49 0.21
H 1.76700 -2.81914 2.93875 -0.18 0.09 -0.36 0.48
H 1.97992 -4.70261 1.35924 -0.10 0.25 -0.05 0.41
H 0.85975 -4.62175 -0.88233 -0.05 0.15 0.35 0.45
H -0.57443 -2.65647 -1.44058 0.21 -0.10 0.15 0.56
H -0.69410 -0.74902 0.05201 0.11 -0.38 0.13 0.71
H -1.71881 -1.08913 2.55826 0.40 -0.21 0.09 0.68
H -2.04071 -0.25179 4.66289 0.06 0.27 -0.18 0.51
H -1.15847 1.25514 4.34488 -0.19 -0.30 0.13 0.25
H -3.97487 0.57329 3.55922 0.07 0.13 0.01 0.31
H -3.26804 2.15737 3.91288 -0.10 -0.13 0.02 0.32
H -3.76396 1.09473 1.31088 0.04 0.00 0.16 0.39
H -2.78251 2.51357 1.65480 0.06 -0.15 0.08 0.35
H -1.29636 0.79530 0.66566 -0.04 -0.03 0.56 -0.31
H -0.56984 -2.34460 4.23671 0.29 0.26 0.22 0.45
H 0.10114 -2.79991 6.57200 0.16 0.20 -0.04 0.39
```
Positions in Å, forces in eV/Å.

Results
Kohn-Sham gap ... 4.98 eV
E_tot ... -1713.89097 Ha
M ... 552.74 g/mol
Net charge ... +1
Energy above the lowest of the compared OMol25 structures with the same formula, charge and spin ... 0.00 kcal/mol
Highest occupied orbital energy ... -0.3658 hartree